(1)
A molecular structure, C22H29ClF6IMnN4O3PSi2, computed with the ωB97M-V functional and the def2-TZVPD basis.

Each line ends with the Löwdin charge.
Geometry (Å):
Mn 0.3116 -0.3909 0.6218  0.936
N 0.4713 1.4445 2.3107  0.014
N 0.6461 0.8110 3.5546  0.000
C 1.2857 -0.4642 3.5110  -0.708
O 1.8423 -0.8340 4.5381  0.014
O 1.2556 -1.0410 2.3766  -0.098
H 1.2994 1.9434 2.0068  0.071
H -0.3151 2.0723 2.3594  0.042
H 1.0553 1.3859 4.2771  0.121
Cl 6.5193 -3.4744 0.2803  0.656
C 5.1736 -2.3714 0.1673  -0.614
C 5.4093 -1.0374 0.0233  -0.187
C 4.3354 -0.1332 -0.0649  -0.627
I 4.7586 1.8965 -0.2169  0.934
C 3.0084 -0.5412 -0.0113  -0.412
O 2.0183 0.2892 -0.0701  -0.225
C 2.7809 -1.9593 0.1133  -0.145
N 1.4936 -2.3498 0.1536  0.072
C 1.2055 -3.6188 0.2976  -0.107
C 2.1994 -4.6075 0.4155  -0.029
C 3.5139 -4.2346 0.3824  -0.021
C 3.8482 -2.8726 0.2242  -0.164
H 6.4235 -0.6656 -0.0150  0.085
H 0.1565 -3.8799 0.3509  0.107
H 1.9054 -5.6391 0.5485  0.105
H 4.3053 -4.9643 0.4835  0.085
C -0.8751 3.8090 -2.1812  -0.184
Si 0.1403 2.4986 -1.2572  0.498
C 1.2982 1.8452 -2.5906  -0.167
C 1.1070 3.4709 0.0307  -0.192
C -0.9520 1.0880 -0.5636  -0.299
C -1.1595 0.1633 -1.7229  -0.427
C -1.9906 0.3865 -2.8228  -0.049
C -2.0536 -0.5765 -3.8123  -0.058
C -1.3033 -1.7405 -3.6935  -0.063
C -0.5115 -1.8862 -2.5676  -0.104
N -0.4414 -0.9536 -1.6250  0.082
Si -2.6385 1.3873 0.2990  0.506
C -2.6095 1.4974 2.1752  -0.181
C -3.4257 3.0286 -0.2291  -0.187
C -3.8667 0.0712 -0.2579  -0.169
H -0.1399 4.3867 -2.7517  0.032
H -1.4102 4.5003 -1.5346  0.015
H -1.5820 3.3955 -2.9015  0.018
H 2.1398 2.5352 -2.6943  0.027
H 0.7770 1.8077 -3.5512  0.033
H 1.7042 0.8610 -2.3660  0.020
H 1.4620 4.3934 -0.4373  0.037
H 1.9825 2.9191 0.3727  -0.048
H 0.4966 3.7627 0.8886  0.026
H -2.5825 1.2892 -2.8878  0.104
H -2.6939 -0.4244 -4.6728  0.106
H -1.3395 -2.5150 -4.4466  0.097
H 0.0931 -2.7714 -2.4024  0.107
H -2.2101 2.4591 2.5131  0.028
H -2.0887 0.6874 2.6834  0.009
H -3.6520 1.4701 2.5051  0.044
H -2.8998 3.9027 0.1567  0.023
H -4.4296 3.0287 0.2079  0.033
H -3.5357 3.1448 -1.3072  0.017
H -3.4355 -0.9231 -0.3682  0.027
H -4.3253 0.3585 -1.2077  0.028
H -4.6581 -0.0076 0.4896  0.034
F -1.4209 -1.2844 1.3176  -0.264
P -2.2060 -2.4912 2.3202  0.198
F -0.8264 -3.2848 2.3678  -0.126
F -1.7710 -1.6246 3.5856  -0.117
F -3.5429 -1.6062 2.1856  -0.144
F -2.9514 -3.5866 3.2007  -0.123
F -2.5793 -3.2359 0.9352  -0.154

The relative energy (zero: lowest compared OMol25 entry of this formula, charge and spin) comes out at 3.2 kJ/mol. Its expectation value of S² is 6.42. As for the total charge: -1. For the HOMO-LUMO gap (spin up / spin down), the calculation gives 6.24 / 7.47 eV. As for the multiplicity: 5.



(2)
3 unconnected molecules or ions with the total composition C22H29F17O12S3, computed with the ωB97M-V functional and the def2-TZVPD basis.

Each line ends with the Löwdin charge.
Geometry (Å):
C -1.5517 0.2894 -5.0483  -0.102
S -1.4317 0.7221 -3.3280  0.711
O -0.1300 0.3212 -2.8566  -0.303
O -2.5670 0.1616 -2.6552  -0.259
C -1.5640 2.5411 -3.1681  -0.386
C -0.7253 3.3892 -4.0994  -0.091
C -1.1131 3.3747 -5.5739  -0.248
O -0.7197 4.5805 -6.2031  -0.039
O -2.9479 2.7838 -3.4464  0.058
C -3.5587 3.3126 -2.3461  -0.459
O -4.7512 3.3005 -2.1210  0.183
O -2.5678 3.8918 -1.5845  0.108
C -1.4494 3.0484 -1.6923  -0.245
C -1.3489 2.0064 -0.6096  -0.109
C -1.1742 2.6490 0.7718  -0.037
C -1.6209 1.6368 1.8102  -0.443
F -1.2771 0.3889 1.4570  0.129
F -2.9792 1.6706 1.8366  0.131
C -1.1771 1.9632 3.2686  -0.356
F -2.0624 1.4272 4.1225  0.165
F -1.1763 3.2997 3.4011  0.164
C 0.2267 1.3683 3.6026  -0.342
F 0.0698 0.0553 3.7944  0.161
F 0.9943 1.5336 2.5025  0.136
C 0.9208 2.0573 4.7986  -0.321
F -0.0507 2.3413 5.6881  0.168
F 1.4275 3.2262 4.3631  0.165
C 2.0401 1.2757 5.5603  -0.333
F 1.9321 1.6434 6.8516  0.167
F 1.8840 -0.0506 5.5154  0.172
C 3.5205 1.6041 5.1970  -0.347
F 3.8023 2.8801 5.4954  0.177
F 4.2649 0.8230 6.0106  0.162
C 4.0148 1.3251 3.7523  -0.340
F 3.4663 2.2006 2.8938  0.167
F 5.3480 1.5577 3.7743  0.162
C 3.8583 -0.1165 3.2126  -0.538
F 2.5817 -0.4048 2.9616  0.180
F 4.3577 -1.0078 4.0617  0.201
F 4.5416 -0.1777 2.0595  0.179
H -1.6908 -0.7824 -5.0271  0.081
H -2.3848 0.8000 -5.5026  0.076
H -0.6105 0.5092 -5.5315  0.067
H 0.3155 3.0892 -3.9955  0.140
H -0.7753 4.4187 -3.7655  0.138
H -2.1828 3.2901 -5.7069  0.125
H -0.6514 2.5328 -6.0805  0.102
H 0.2375 4.5971 -6.2255  0.088
H -0.5565 3.6637 -1.6637  0.164
H -0.4655 1.4208 -0.8169  0.119
H -2.2215 1.3659 -0.6532  0.125
H -1.8298 3.5023 0.8457  0.136
H -0.1373 2.9223 0.9055  0.131
C -1.4830 -2.5005 1.7024  -0.073
C -1.6615 -3.8817 2.2973  -0.243
O -2.8530 -4.5478 1.8295  -0.258
S -2.8257 -5.1002 0.3381  0.561
C -4.2048 -6.1860 0.4661  -0.121
O -1.6306 -5.8671 0.1588  -0.278
O -3.1410 -4.0327 -0.5580  -0.273
H -1.2804 -2.5645 0.6330  0.064
H -0.6481 -1.9889 2.1793  0.069
H -2.3836 -1.9027 1.8294  0.087
H -0.7913 -4.5068 2.0891  0.114
H -1.7710 -3.8261 3.3786  0.123
H -3.9692 -6.9687 1.1813  0.075
H -4.3711 -6.6094 -0.5215  0.077
H -5.0722 -5.6129 0.7819  0.075
C 0.7229 -3.4493 -1.9702  -0.057
C 1.1732 -2.0251 -1.7083  -0.253
O 2.5619 -1.9468 -1.3086  -0.261
S 3.6685 -2.0663 -2.4412  0.564
C 5.0282 -1.4958 -1.4784  -0.124
O 3.3796 -1.1172 -3.4730  -0.277
O 3.8708 -3.4436 -2.7644  -0.273
H 1.2072 -3.8660 -2.8529  0.073
H -0.3560 -3.4740 -2.1270  0.080
H 0.9702 -4.0935 -1.1263  0.085
H 1.0024 -1.3816 -2.5714  0.075
H 0.6127 -1.6020 -0.8769  0.112
H 4.8503 -0.4613 -1.1993  0.070
H 5.9171 -1.5755 -2.0997  0.075
H 5.1238 -2.1288 -0.6007  0.073

As for the total charge: 0. Its SMILES is CS(=O)(=O)[C@@]1(CCO)OC(=O)O[C@H]1CCC(F)(F)C(F)(F)C(F)(F)C(F)(F)C(F)(F)C(F)(F)C(F)(F)C(F)(F)F.CCOS(C)(=O)=O.CCOS(C)(=O)=O. For the HOMO-LUMO gap, the calculation gives 10.75 eV. As for the multiplicity: 1.



(3)
A molecular structure, C22H29F3N3OPt, computed with the ωB97M-V functional and the def2-TZVPD basis.

Each line ends with the Löwdin charge.
Geometry (Å):
Pt -0.0579 0.6750 0.6292  0.848
C 3.4698 0.4469 -3.6304  -0.071
C 3.3819 -0.9636 -3.0369  -0.226
N 2.5036 -1.0704 -1.8886  -0.094
C 1.1254 -1.4847 -2.1317  -0.219
C 0.3589 -0.6046 -3.1116  -0.085
C 2.8797 -0.6293 -0.6493  -0.430
C 4.3575 -0.3757 -0.4447  -0.015
N 2.0407 -0.5266 0.3164  0.033
H 4.1514 0.4610 -4.4834  0.071
H 3.8314 1.1598 -2.8903  0.063
H 2.4900 0.7858 -3.9583  0.057
H 4.3872 -1.3036 -2.7769  0.100
H 2.9936 -1.6489 -3.7933  0.116
H 0.6108 -1.4309 -1.1789  0.057
H 1.1369 -2.5247 -2.4847  0.117
H 0.3868 0.4288 -2.7682  0.052
H -0.6865 -0.9114 -3.1118  0.072
H 0.7442 -0.6803 -4.1310  0.062
H 4.9332 -1.2785 -0.6551  0.081
H 4.5380 -0.0939 0.5896  0.078
H 4.7249 0.4269 -1.0834  0.068
H 2.4824 -0.2467 1.1839  0.040
F 0.9084 -1.5389 7.3765  0.065
C -0.1514 -0.8309 6.8383  -0.567
F -0.2863 0.2584 7.6300  0.098
F -1.2286 -1.6382 7.1343  0.072
C -0.0100 -0.5201 5.4237  -0.182
C 0.0487 0.8165 4.9386  -0.057
C 0.1322 1.0504 3.6004  -0.199
N 0.1679 0.0609 2.6419  -0.220
C 0.1603 -1.2210 3.1256  -0.201
C 0.0747 -1.5508 4.4430  -0.058
H 0.0386 1.6424 5.6362  0.097
H 0.1851 2.0619 3.2224  0.073
H 0.2644 -1.9980 2.3764  0.076
H 0.0898 -2.5874 4.7561  0.102
C -0.7867 1.8280 -0.6185  -0.252
C -1.6062 2.5536 -1.4497  -0.383
C -1.1530 3.1871 -2.6482  -0.084
C -2.0126 3.9061 -3.4445  -0.134
C -3.3638 4.0371 -3.1162  -0.138
C -3.8352 3.4172 -1.9537  -0.129
C -2.9946 2.7071 -1.1336  -0.077
H -0.1067 3.0998 -2.9169  0.094
H -1.6348 4.3837 -4.3423  0.089
H -4.0316 4.6101 -3.7465  0.078
H -4.8837 3.5163 -1.6945  0.090
H -3.3585 2.2335 -0.2308  0.094
C -1.9489 -3.2427 0.4271  -0.013
C -2.3611 -1.8325 0.0607  -0.496
C -3.7509 -1.3905 0.4466  -0.017
O -1.6045 -1.0809 -0.5098  -0.051
H -2.8124 -3.8818 0.6035  0.069
H -1.3376 -3.2264 1.3311  0.068
H -1.3381 -3.6547 -0.3763  0.081
H -4.4745 -2.2028 0.3895  0.069
H -4.0540 -0.5710 -0.2033  0.077
H -3.7285 -1.0117 1.4722  0.093

Its expectation value of S² is 2.06. As for the total charge: -1. For the HOMO-LUMO gap (spin up / spin down), the calculation gives 4.52 / 6.44 eV. As for the multiplicity: 3.



(4)
A molecular structure, C22H29I2N5O2ReS2, computed with the ωB97M-V functional and the def2-TZVPD basis.

Each line ends with the Löwdin charge.
Geometry (Å):
Re 0.3109 -0.6972 -0.3648  1.172
I -0.2700 -0.1834 4.7931  0.948
C 1.1299 -1.3395 3.7482  -0.617
C 2.1460 -2.0477 4.3883  -0.199
C 3.0927 -2.7311 3.6599  -0.640
I 4.5363 -3.8504 4.6994  0.986
C 3.1056 -2.6495 2.2444  -0.193
C 4.0705 -3.2221 1.3910  0.010
C 4.0044 -2.9842 0.0398  0.001
C 2.9836 -2.1922 -0.4848  -0.087
N 2.0223 -1.6816 0.2734  -0.102
C 2.0727 -1.9150 1.6222  -0.144
C 1.0103 -1.3373 2.3657  -0.442
O 0.0079 -0.7964 1.7141  -0.321
H 2.1813 -2.0652 5.4683  0.092
H 4.8539 -3.8397 1.8074  0.081
H 4.7388 -3.4011 -0.6323  0.126
H 2.9525 -1.9671 -1.5427  0.105
S -0.4689 -2.7065 -1.3130  0.701
C 0.1392 -2.7028 -2.9608  -0.653
C -0.0125 -3.8476 -3.7423  -0.104
C 0.4683 -3.8695 -5.0391  -0.061
C 1.1011 -2.7519 -5.5728  -0.061
C 1.2553 -1.6114 -4.8052  -0.111
C 0.7753 -1.5800 -3.4980  -0.669
S 0.9936 -0.1156 -2.5521  0.614
H -0.5045 -4.7157 -3.3250  0.110
H 0.3544 -4.7614 -5.6379  0.115
H 1.4751 -2.7628 -6.5866  0.115
H 1.7523 -0.7365 -5.2026  0.107
C -4.1603 2.5824 -1.2808  -0.027
N -2.7862 2.1371 -1.0361  -0.131
C -1.8930 2.4464 -2.1533  -0.040
C -2.5136 0.9966 -0.3313  -0.474
O -1.6081 0.2309 -0.7514  -0.202
N -3.1765 0.7480 0.8124  -0.108
C -3.9415 1.7271 1.5609  -0.038
C -3.1755 -0.5923 1.3897  -0.009
H -4.4040 2.4419 -2.3347  0.105
H -4.2631 3.6410 -1.0411  0.100
H -4.8722 2.0059 -0.7007  0.086
H -1.9721 3.5115 -2.3678  0.100
H -2.1587 1.8853 -3.0519  0.112
H -0.8623 2.1953 -1.9129  0.043
H -3.6943 2.7372 1.2434  0.083
H -3.7032 1.6137 2.6206  0.099
H -5.0179 1.5805 1.4566  0.104
H -2.6257 -1.2758 0.7512  0.074
H -4.2031 -0.9463 1.4835  0.110
H -2.7128 -0.5797 2.3766  0.069
N 0.3032 4.5471 1.6700  0.208
C 1.3315 3.5287 2.0786  -0.117
C 1.6321 2.5217 0.9639  -0.199
N 0.5141 1.6450 0.6258  -0.016
H 0.0630 5.1516 2.4611  0.183
H -0.5544 4.0870 1.3511  0.160
H 0.6537 5.1415 0.9129  0.182
H 0.9548 3.0079 2.9605  0.127
H 2.2401 4.0627 2.3521  0.144
H 2.4582 1.9074 1.3246  0.136
H 1.9773 3.0300 0.0609  0.135
H -0.2068 2.1175 0.0881  0.054
H 0.0990 1.2273 1.4624  0.067

The relative energy (zero: lowest compared OMol25 entry of this formula, charge and spin) comes out at 85.9 kJ/mol. Its expectation value of S² is 3.78. As for the total charge: +2. For the HOMO-LUMO gap (spin up / spin down), the calculation gives 6.11 / 6.20 eV. As for the multiplicity: 4.



(5)
A molecular structure, C22H29N10O3PS2Sc, computed with the ωB97M-V functional and the def2-TZVPD basis.

Each line ends with the Löwdin charge.
Geometry (Å):
Sc -0.1023 -0.2248 -0.6027  0.785
N 0.2693 -4.5657 -2.6083  0.133
C -0.5094 -3.5639 -2.2105  -0.737
S -0.0334 -2.7990 -0.7343  0.653
N -1.5368 -3.2493 -2.9964  0.100
C -2.6765 -2.4148 -2.8149  -0.249
C -3.2776 -2.2165 -1.5762  -0.055
C -4.4670 -1.5020 -1.5109  -0.063
C -5.0451 -0.9757 -2.6553  -0.058
C -4.4457 -1.1927 -3.8896  -0.051
C -3.2678 -1.9123 -3.9700  -0.017
H 1.0110 -4.8843 -2.0069  0.112
H 0.0332 -5.1405 -3.4037  0.138
H -1.5519 -3.7284 -3.8885  0.165
H -2.8961 -2.6995 -0.6881  0.095
H -4.9627 -1.3928 -0.5559  0.119
H -5.9791 -0.4333 -2.5964  0.118
H -4.9108 -0.8264 -4.7944  0.120
H -2.8218 -2.1050 -4.9385  0.125
C 0.7908 0.8267 5.0856  -0.081
N 2.0404 1.0111 4.2041  -0.055
C 2.9652 -0.1821 4.4560  -0.096
N 2.2832 -1.4003 4.2115  -0.146
C 1.1087 -1.5268 5.0704  -0.126
N 0.1893 -0.4249 4.8198  -0.144
C -0.4735 -0.5084 3.5315  -0.265
P 0.7634 -0.4043 2.1262  1.036
C 1.6611 1.1175 2.7669  -0.229
C 1.9859 -1.6488 2.8117  -0.279
H 0.1076 1.6482 4.8688  0.155
H 1.1253 0.8786 6.1224  0.157
H 2.5146 1.8719 4.4866  0.193
H 3.2924 -0.1340 5.4953  0.156
H 3.8322 -0.0797 3.8028  0.150
H 1.4236 -1.5159 6.1148  0.151
H 0.6145 -2.4760 4.8722  0.147
H -1.1995 0.2967 3.4260  0.081
H -1.0078 -1.4584 3.4687  0.114
H 1.0076 1.9759 2.6245  0.086
H 2.5591 1.2726 2.1656  0.114
H 2.9044 -1.6178 2.2210  0.103
H 1.5618 -2.6494 2.7087  0.106
O 0.0516 1.9209 0.4542  -0.405
S -1.4076 2.0834 0.7043  0.728
O -1.7371 2.1157 2.0886  -0.240
N -1.9120 0.7497 -0.1211  -0.111
C -1.8591 1.1831 -1.4083  -0.485
O -1.2175 0.4860 -2.2335  0.008
C -2.2689 2.5829 -1.6011  -0.131
C -2.7071 3.2372 -2.7372  0.044
C -2.9370 4.6075 -2.6508  -0.002
C -2.7268 5.2990 -1.4634  -0.003
C -2.2725 4.6467 -0.3177  0.009
C -2.0647 3.2918 -0.4137  -0.193
H -2.8806 2.6815 -3.6489  0.139
H -3.2770 5.1386 -3.5292  0.131
H -2.9020 6.3648 -1.4204  0.132
H -2.0935 5.1847 0.6028  0.137
N 6.4180 -0.6150 -2.3572  0.222
C 5.2024 -0.1231 -2.5468  -0.442
N 4.9391 0.5970 -3.6347  0.225
N 4.2915 -0.3730 -1.6106  0.163
C 3.0720 -0.1766 -1.4207  -0.279
N 1.9439 -0.0894 -1.0923  0.042
H 7.1620 -0.4765 -3.0215  0.141
H 6.6094 -1.1741 -1.5433  0.138
H 5.6460 0.7694 -4.3321  0.139
H 4.0478 1.0423 -3.7646  0.131

The relative energy (zero: lowest compared OMol25 entry of this formula, charge and spin) comes out at 0.0 kJ/mol. As for the total charge: +3. For the HOMO-LUMO gap, the calculation gives 7.66 eV. As for the multiplicity: 1.



(6)
C22H29N3O3S in the gas phase, computed with the ωB97M-V functional and the def2-TZVPD basis.

Each line ends with the Löwdin charge.
Geometry (Å):
C -3.1359 -3.7210 0.3764  -0.093
N -3.2597 -2.2812 0.2725  -0.327
C -4.5723 -1.7787 0.6097  -0.090
S -2.0592 -1.4720 1.1215  0.630
O -0.8099 -2.0872 0.8072  -0.264
O -2.3924 -1.3561 2.5108  -0.265
N -2.1463 0.0595 0.4699  -0.161
C -2.5760 1.1368 1.3362  -0.087
C -1.6540 2.3611 1.2672  -0.442
O -2.1171 3.4503 0.9731  0.048
N -0.3553 2.1789 1.5508  -0.036
C 0.2978 0.9471 1.9326  -0.121
C 1.1762 0.4407 0.7891  -0.128
C 2.1972 1.5048 0.3850  -0.315
C 3.0315 1.0384 -0.8189  -0.124
C 3.8943 -0.1376 -0.4608  -0.240
C 5.1134 0.0591 0.1764  -0.046
C 5.9016 -1.0165 0.5435  -0.088
C 5.4784 -2.3080 0.2794  -0.098
C 4.2653 -2.5150 -0.3544  -0.083
C 3.4790 -1.4371 -0.7217  -0.050
C 1.4637 2.8095 0.0661  -0.128
C 0.5887 3.2359 1.2449  -0.126
C -2.1030 0.2362 -0.9201  -0.244
C -1.5847 -0.7731 -1.7309  -0.041
C -1.5296 -0.6099 -3.1026  -0.074
C -1.9851 0.5554 -3.6958  -0.095
C -2.4931 1.5614 -2.8944  -0.075
C -2.5559 1.4111 -1.5199  -0.009
H -3.4561 -4.0895 1.3571  0.096
H -2.0894 -3.9719 0.2260  0.081
H -3.7407 -4.1832 -0.4034  0.095
H -4.6042 -0.7169 0.3779  0.082
H -5.3145 -2.2953 0.0034  0.097
H -4.7989 -1.9225 1.6721  0.094
H -3.5849 1.4827 1.0774  0.134
H -2.6009 0.7356 2.3500  0.121
H -0.4243 0.1854 2.2187  0.090
H 0.9271 1.1664 2.8045  0.138
H 1.6761 -0.4756 1.1021  0.121
H 0.5423 0.1968 -0.0647  0.108
H 2.8756 1.6798 1.2286  0.148
H 3.6627 1.8665 -1.1506  0.121
H 2.3570 0.7740 -1.6357  0.123
H 5.4493 1.0661 0.3822  0.113
H 6.8485 -0.8473 1.0359  0.100
H 6.0928 -3.1490 0.5654  0.098
H 3.9289 -3.5201 -0.5626  0.101
H 2.5320 -1.6056 -1.2134  0.113
H 2.1784 3.6029 -0.1591  0.120
H 0.8279 2.6634 -0.8103  0.128
H 0.0191 4.1348 1.0048  0.121
H 1.2075 3.4263 2.1280  0.131
H -1.2141 -1.6768 -1.2816  0.087
H -1.1217 -1.4033 -3.7113  0.105
H -1.9395 0.6792 -4.7671  0.100
H -2.8479 2.4806 -3.3363  0.106
H -2.9455 2.2236 -0.9307  0.098

The relative energy (zero: lowest compared OMol25 entry of this formula, charge and spin) comes out at 230.5 kJ/mol. As for the total charge: 0. Its SMILES is CN(C)S(=O)(=O)N(CC(=O)N1CCC(Cc2ccccc2)CC1)c1ccccc1. For the HOMO-LUMO gap, the calculation gives 9.32 eV. As for the multiplicity: 1.



Computed electronic energy (Eh) in order:
-4729.38335, -4650.85000, -1514.05684, -2749.58166, -3526.77232, -1643.91425